# 1
# C20H33FO12P

A 5-piece molecular cluster, C20H33FO12P overall at a distorted geometry (ωB97M-V/def2-TZVPD, the OMol25 dataset).

Positions of all 67 atoms, in Å:
P (0.078, -0.282, 0.381)
F (-2.306, -0.936, 1.113)
O (-5.194, -0.944, -2.944)
O (-4.237, 1.001, -3.571)
O (3.020, 4.315, 1.256)
O (-3.020, -0.599, -2.548)
O (2.332, -2.722, -3.868)
O (0.701, -1.309, 3.862)
O (1.817, -3.666, -1.885)
O (1.879, -1.939, 5.652)
O (4.074, 3.105, -0.328)
O (3.176, 5.113, -0.819)
O (0.404, -2.211, -2.868)
O (1.735, 0.248, 5.119)
C (-3.408, -1.774, -1.811)
C (3.479, 4.085, 0.000)
C (-4.631, -2.218, -2.571)
C (0.591, -1.249, -3.929)
C (-4.167, -0.073, -3.076)
C (-1.866, 1.347, 1.606)
C (1.624, -0.091, 1.172)
C (1.108, -3.087, 5.237)
C (-5.609, -3.053, -1.784)
C (2.288, 7.378, -0.583)
C (2.126, 1.205, 1.164)
C (2.218, 5.944, -0.126)
C (-1.319, -0.087, 1.578)
C (1.470, -0.888, 4.911)
C (2.623, 5.700, 1.305)
C (-0.726, -0.836, -4.534)
C (1.856, -4.375, 5.468)
C (1.550, -2.943, -2.788)
C (0.851, -2.743, 3.792)
C (1.534, -2.003, -4.830)
H (-0.053, 0.741, -0.571)
H (-1.051, -0.415, 2.575)
H (3.237, 7.836, -0.303)
H (-2.610, -2.514, -1.807)
H (-1.583, 1.849, 2.520)
H (-4.355, -2.737, -3.493)
H (-6.554, -3.135, -2.318)
H (1.083, -0.375, -3.490)
H (-0.588, -0.008, -5.229)
H (2.737, -4.442, 4.829)
H (-1.207, -1.659, -5.066)
H (1.478, 7.958, -0.142)
H (-0.044, -3.211, 3.386)
H (-1.394, -0.537, -3.726)
H (2.523, 1.557, 0.216)
H (-5.211, -4.054, -1.622)
H (2.142, -0.938, 1.592)
H (0.004, -1.530, -0.269)
H (2.153, -1.358, -5.447)
H (-3.626, -1.467, -0.787)
H (3.490, 6.289, 1.608)
H (1.815, 5.851, 2.016)
H (-5.825, -2.601, -0.815)
H (1.704, -2.965, 3.145)
H (1.025, -2.734, -5.461)
H (2.209, 7.437, -1.667)
H (-2.944, 1.250, 1.562)
H (2.201, -4.433, 6.499)
H (0.180, -3.085, 5.814)
H (1.224, 5.535, -0.330)
H (-1.531, 1.875, 0.720)
H (2.111, 1.841, 2.038)
H (1.213, -5.231, 5.267)

Results
**Molecular weight**: 515.444 g mol⁻¹
**E**: -2125.66670 Eh
**Strongest force on any atom**: 2.0 eV Å⁻¹
**Total charge**: +1

Here are the natural (NBO) charges for atoms 1 to 2, given in e: 0.999, -0.350

# 2
# C20H33GeN3O3Tl

C20H33GeN3O3Tl as an isolated structure at a distorted geometry (ωB97M-V/def2-TZVPD, the OMol25 dataset).

Positions of all 61 atoms, in Å:
Tl (-0.534, -0.300, 1.106)
Ge (1.082, -0.937, -2.017)
O (0.288, -2.303, -1.343)
O (2.428, -0.419, -1.098)
O (0.010, 0.302, -2.490)
N (-5.022, 0.836, -0.926)
N (-7.235, 0.143, -1.687)
N (-2.864, 0.240, 0.017)
C (3.462, -2.487, -0.290)
C (-1.089, 2.106, 2.992)
C (-6.174, 0.481, -1.305)
C (-0.887, 2.700, 1.746)
C (-0.120, 0.842, -4.844)
C (0.249, -4.056, -3.013)
C (-1.819, -2.719, -2.501)
C (0.390, 2.736, 1.192)
C (0.088, 1.407, -3.450)
C (-0.862, -4.285, -0.773)
C (1.265, 1.597, 3.129)
C (4.300, -0.193, 0.316)
C (1.432, 2.102, -3.319)
C (4.568, -1.059, -2.033)
C (1.465, 2.186, 1.885)
C (3.706, -1.070, -0.783)
C (-0.011, 1.557, 3.684)
C (-0.554, -3.345, -1.937)
C (-1.067, 2.317, -3.039)
C (-3.923, 0.474, -0.423)
H (-1.713, 3.185, 1.241)
H (2.236, 1.413, -3.599)
H (0.671, 0.121, -5.077)
H (4.402, -2.937, 0.022)
H (-1.086, 0.342, -4.920)
H (1.596, 2.433, -2.292)
H (5.527, -1.534, -1.837)
H (4.407, 0.834, -0.032)
H (3.040, -3.100, -1.092)
H (-2.307, -2.106, -1.741)
H (-1.499, -5.094, -1.126)
H (-2.509, -3.498, -2.818)
H (-0.083, 1.636, -5.587)
H (-1.583, -2.091, -3.364)
H (-1.116, 3.168, -3.717)
H (-1.383, -3.753, 0.025)
H (0.536, -3.339, -3.793)
H (-2.009, 1.771, -3.093)
H (1.152, -4.501, -2.594)
H (3.667, -0.215, 1.203)
H (2.775, -2.491, 0.558)
H (-0.923, 2.679, -2.021)
H (-0.158, 1.143, 4.673)
H (0.058, -4.711, -0.375)
H (-2.072, 2.122, 3.446)
H (4.067, -1.618, -2.831)
H (2.107, 1.205, 3.685)
H (0.561, 3.257, 0.258)
H (4.746, -0.041, -2.379)
H (5.285, -0.578, 0.580)
H (2.466, 2.268, 1.483)
H (1.480, 2.965, -3.980)
H (-0.342, -4.845, -3.473)

Results
**Molecular weight**: 640.495 g mol⁻¹
**2S+1**: 2
**Strongest force on any atom**: 1.5 eV Å⁻¹
**Total charge**: +2
**Energy relative to the best compared isomer or geometry (same formula, charge and spin)**: 0.0 kJ/mol

Here are the natural (NBO) charges for atoms 1 to 2, given in e: 0.880, 2.407

# 3
# C20H33N3O3S

One molecule with the formula C20H33N3O3S at a distorted geometry (ωB97M-V/def2-TZVPD, the OMol25 dataset).

Positions of all 60 atoms, in Å:
S (0.463, 3.733, -1.145)
O (0.562, -0.887, 2.501)
O (-0.677, 4.019, -0.314)
O (1.665, 4.478, -0.914)
N (1.615, -2.103, -0.923)
N (-0.643, -0.968, 0.599)
N (0.103, 3.885, -2.774)
C (0.265, -0.199, -0.195)
C (-2.415, 3.909, -2.882)
C (-2.889, -3.005, 4.353)
C (1.187, -3.052, 0.090)
C (-0.084, 6.385, -2.838)
C (-0.490, -1.115, 1.949)
C (2.625, -2.684, -1.788)
C (2.130, -4.243, -0.074)
C (0.807, 1.989, -1.048)
C (-0.998, -1.519, 5.026)
C (-1.752, -1.626, 2.624)
C (-1.536, -2.429, 3.921)
C (0.026, 1.163, -0.266)
C (2.487, -4.185, -1.555)
C (1.340, -0.774, -0.916)
C (-0.556, -3.576, 3.669)
C (2.115, 0.105, -1.704)
C (1.857, 1.454, -1.770)
C (0.529, 5.111, -3.416)
C (-1.095, 3.208, -3.205)
H (-1.155, 6.431, -3.010)
H (2.947, -0.287, -2.264)
H (-2.305, -2.242, 1.911)
H (-3.243, 3.229, -3.068)
H (1.264, -2.615, 1.085)
H (-1.581, -1.034, 0.227)
H (-0.890, -4.195, 2.838)
H (0.100, 6.409, -1.767)
H (-0.066, -1.060, 4.710)
H (1.670, -4.585, -2.156)
H (-1.075, 2.235, -2.703)
H (-3.276, -3.693, 3.603)
H (1.613, 5.157, -3.281)
H (-1.013, 3.034, -4.284)
H (-0.476, -4.203, 4.554)
H (1.661, -5.181, 0.215)
H (0.149, -3.357, -0.090)
H (3.025, -4.100, 0.531)
H (-3.618, -2.210, 4.499)
H (3.631, -2.347, -1.503)
H (0.430, -3.184, 3.438)
H (-2.784, -3.547, 5.290)
H (-2.363, -0.748, 2.851)
H (-2.552, 4.792, -3.500)
H (-0.789, 1.601, 0.291)
H (-1.713, -0.731, 5.256)
H (-2.419, 4.198, -1.835)
H (0.310, 5.022, -4.484)
H (-0.816, -2.093, 5.931)
H (3.399, -4.726, -1.796)
H (0.382, 7.254, -3.296)
H (2.467, 2.111, -2.370)
H (2.443, -2.408, -2.830)

Results
**Molecular weight**: 395.569 g mol⁻¹
**Strongest force on any atom**: 1.1 eV Å⁻¹
**Energy relative to the best compared isomer or geometry (same formula, charge and spin)**: 62.6 kJ/mol

Here are the natural (NBO) charges for atoms 1 to 2, given in e: 2.328, -0.621

# 4
# C20H33N3O4S

One molecule with the formula C20H33N3O4S (ωB97M-V/def2-TZVPD, the OMol25 dataset).

Positions of all 61 atoms, in Å:
S (-0.316, -1.194, -2.922)
O (-0.535, -1.320, -1.504)
O (-1.314, -0.591, -3.763)
O (3.063, -1.379, -2.218)
O (2.158, 0.710, 3.107)
N (2.062, 0.127, -0.852)
N (1.325, -1.003, 1.899)
N (0.008, -2.650, -3.578)
C (-2.757, 3.208, -1.439)
C (2.358, -2.633, 0.460)
C (1.045, 1.123, -0.546)
C (-0.681, 1.377, 3.708)
C (2.554, -1.300, 1.174)
C (-0.057, -0.022, 3.651)
C (-0.732, 3.011, 1.779)
C (1.198, -0.251, -3.130)
C (2.996, -0.171, 0.233)
C (-2.159, 1.100, 1.668)
C (-1.803, 1.417, 4.750)
C (-1.187, 1.830, 2.354)
C (1.237, -0.055, 2.860)
C (-0.381, -4.520, -1.960)
C (2.195, -0.537, -2.020)
C (-2.662, 1.543, 0.455)
C (-2.216, 2.734, -0.113)
C (0.614, -3.737, -2.801)
C (-1.240, 3.457, 0.565)
C (-2.002, 2.615, -2.630)
H (0.128, -5.324, -1.427)
H (-0.865, -3.871, -1.232)
H (-1.154, -4.969, -2.587)
H (2.202, -3.434, 1.185)
H (-2.250, 2.410, 4.799)
H (-0.778, -0.750, 3.273)
H (0.109, 2.064, 4.021)
H (-2.414, 2.973, -3.575)
H (1.636, -0.557, -4.076)
H (3.227, -2.870, -0.150)
H (0.886, 0.786, -3.199)
H (0.328, 0.747, 0.181)
H (3.140, 0.740, 0.814)
H (1.402, -3.301, -2.186)
H (-0.877, 4.387, 0.143)
H (3.951, -0.460, -0.205)
H (-2.540, 0.178, 2.091)
H (3.355, -1.394, 1.914)
H (-2.068, 1.525, -2.631)
H (0.487, 1.420, -1.426)
H (0.208, -0.333, 4.665)
H (-3.814, 2.942, -1.512)
H (-1.423, 1.162, 5.740)
H (-2.596, 0.708, 4.500)
H (1.488, -2.586, -0.200)
H (-3.417, 0.958, -0.057)
H (-2.705, 4.298, -1.479)
H (0.510, -1.553, 1.684)
H (0.030, 3.589, 2.289)
H (1.527, 2.009, -0.131)
H (-0.655, -2.889, -4.304)
H (-0.948, 2.897, -2.597)
H (1.118, -4.391, -3.515)

Results
**Molecular weight**: 411.568 g mol⁻¹
**Strongest force on any atom**: 0.2 eV Å⁻¹
**Energy relative to the best compared isomer or geometry (same formula, charge and spin)**: 17.0 kJ/mol

Here are the natural (NBO) charges for atoms 1 to 2, given in e: 2.330, -0.959